[1]
The following is a DFT calculation (the ωB97M-V functional and the def2-TZVPD basis) of a molecular structure, C20H32IrN5O5S3.

The geometry in XYZ format:
```
66
Properties=species:S:1:pos:R:3:nbo_charge:R:1
Ir 0.26129 -0.61576 0.55342 1.17
S 2.12966 -1.47284 -1.57052 2.38
S -2.03616 -0.96277 0.63297 0.06
S -1.57423 -3.08532 -1.48486 0.42
O 2.65327 -0.28720 -0.89654 -1.02
O 1.19970 -2.20689 -0.61597 -0.97
O 1.48832 -1.20707 -2.83864 -0.99
O 0.24806 -2.24080 1.86581 -0.58
O -0.22432 1.10880 1.45217 -0.64
N -0.01287 0.67521 -1.05304 -0.58
N -3.82655 -2.58501 -0.40068 -0.55
N -1.00544 0.31008 -2.02639 -0.48
N 1.83480 -0.18364 1.86966 -0.30
N 1.93577 1.10526 2.22922 -0.32
C 1.68084 3.88507 2.81925 -0.17
C 2.60666 -2.36766 2.16256 -0.37
C 1.49082 5.20908 3.17237 -0.21
C 4.20751 -0.43761 2.40969 -0.67
C -0.72754 2.34571 -3.44402 -0.64
C 1.05376 -4.27272 2.70043 -0.69
C 0.59329 3.11418 2.41118 -0.08
C -1.68916 1.48365 -2.62316 0.10
C -0.68151 3.67332 2.36609 -0.18
C 0.79399 1.70912 2.02239 0.57
C -2.34592 2.31157 -1.51935 -0.64
C 0.21858 5.76584 3.12968 -0.17
C 1.28492 -2.87993 2.20021 0.58
C -4.18847 -3.74223 -1.21335 -0.22
C 3.56166 -2.45558 -1.85117 -0.88
C -0.86585 4.99710 2.73046 -0.21
C -2.76211 0.87958 -3.52200 -0.60
C 2.85959 -1.01041 2.11207 0.33
C -2.55770 -2.19722 -0.39238 -0.04
C -3.01208 -3.98066 -2.16470 -0.54
H 0.07289 6.80031 3.41094 0.23
H -1.24867 3.20200 -3.87378 0.23
H -1.63763 2.95607 -0.99045 0.20
H 0.08589 2.73809 -2.82848 0.20
H -1.85720 5.42911 2.70496 0.22
H 3.42072 -3.03795 2.39476 0.24
H 2.33489 5.80885 3.48481 0.23
H 1.56451 -4.97949 2.04284 0.25
H -4.37123 -4.60476 -0.57061 0.21
H -2.84496 1.66575 -0.79493 0.23
H -0.48184 -0.18726 -2.74417 0.40
H -2.32140 0.18102 -4.23689 0.21
H -3.21334 -3.60428 -3.16480 0.24
H -4.47647 -2.18838 0.26134 0.43
H 3.33475 -3.24119 -2.56795 0.25
H -3.26749 1.66269 -4.08706 0.22
H -3.50079 0.34392 -2.92398 0.21
H -2.75718 -5.03473 -2.23015 0.25
H 4.30463 -1.77257 -2.25315 0.27
H -0.28977 1.76837 -4.26081 0.22
H -0.25609 1.56859 -0.62970 0.41
H 2.66487 3.43840 2.85454 0.23
H 4.93664 -1.22929 2.56027 0.23
H 3.89119 -2.87296 -0.90278 0.25
H 4.15798 0.19030 3.29883 0.26
H -3.09088 2.97337 -1.96103 0.23
H 1.47247 -4.39254 3.70021 0.25
H -5.09961 -3.52414 -1.76770 0.23
H 0.90034 0.78653 -1.50143 0.42
H 4.51117 0.20276 1.58063 0.26
H -0.00882 -4.49494 2.71363 0.24
H -1.52212 3.06607 2.05926 0.23
```

⟨S²⟩ ... 0.774
Lowest unoccupied orbital energy (spin up / spin down) ... -2.8 / -4.6 eV
Gap between HOMO and LUMO (spin up / spin down) ... 0.288 / 0.231 hartree
Total charge ... +1
Spin multiplicity ... 2
Highest occupied orbital energy (spin up / spin down) ... -10.67 / -10.91 eV

---

[2]
The following is a DFT calculation (the ωB97M-V functional and the def2-TZVPD basis) of a molecular structure, C20H32MnN6S.

The geometry in XYZ format:
```
60
Properties=species:S:1:pos:R:3:nbo_charge:R:1
Mn -0.98439 -0.59884 0.90864 1.46
S 0.68015 1.82767 -4.81719 0.50
N -0.76073 -2.65673 0.69257 -0.65
N -2.60242 -1.11563 2.09800 -0.64
N -1.37506 1.39870 1.34635 -0.63
N 4.73103 2.46736 -6.25665 0.10
N 0.40851 -0.38510 2.45409 -0.57
N 0.07160 -0.06684 -0.74368 -0.57
C 0.79372 1.05466 2.48948 -0.24
C -3.41890 1.15751 2.85099 -0.46
C -0.69565 0.61687 -2.92238 -0.21
C 1.12125 -2.76855 2.48228 -0.45
C -2.94778 -0.23574 3.26230 -0.22
C 0.59637 1.06110 -3.25917 -0.08
C 2.68396 3.30141 -5.80396 -0.19
C 3.94165 3.51189 -6.35903 0.04
C -1.99666 -3.30974 1.26207 -0.25
C 1.57751 -1.32345 2.46305 -0.23
C 0.55437 -3.26639 1.16137 -0.22
C 4.59383 1.25853 -5.75689 0.03
C -2.46033 -2.56222 2.48194 -0.24
C -0.47651 1.87957 2.45747 -0.25
C 2.39302 2.05702 -5.23532 -0.14
C 1.60443 0.90889 -2.30047 -0.25
C -0.90043 0.07179 -1.68772 0.00
C 3.33902 1.02679 -5.21168 -0.21
C -2.83646 1.71645 1.55856 -0.23
C 1.30771 0.35784 -1.07283 0.09
H 0.39989 -4.34216 1.20654 0.25
H -2.76973 -3.27649 0.49507 0.23
H 1.38710 1.27619 3.37563 0.27
H -1.11339 1.90083 0.50323 0.40
H -2.96594 2.79707 1.55814 0.26
H -4.50299 1.16078 2.72026 0.28
H 2.62323 1.22470 -2.48736 0.26
H 1.96851 4.11369 -5.83932 0.29
H -1.51515 0.67101 -3.63395 0.28
H 3.12751 0.03427 -4.83773 0.27
H -3.37187 1.34618 0.68423 0.21
H 2.20201 -1.10448 3.32503 0.26
H 1.41550 1.26188 1.62149 0.21
H 0.43190 -2.94194 3.31407 0.22
H -0.24910 2.93394 2.31589 0.27
H -0.77742 -2.84523 -0.30672 0.40
H 2.08968 0.22764 -0.33646 0.23
H -3.41475 -2.94919 2.83211 0.27
H -1.01697 1.79040 3.39846 0.23
H -3.40207 -1.07386 1.46573 0.40
H -3.23168 1.83311 3.68602 0.27
H 4.27669 4.43686 -6.82297 0.32
H 5.39612 0.52831 -5.82216 0.31
H -1.75875 -2.62807 3.30964 0.22
H -3.73427 -0.72735 3.83049 0.26
H 1.98983 -3.38882 2.70352 0.29
H -1.88162 -0.31785 -1.44698 0.21
H 2.17345 -1.12189 1.57120 0.20
H 1.27882 -3.08157 0.36838 0.22
H -1.80903 -4.35842 1.48101 0.27
H -2.07871 -0.20374 3.91819 0.19
H -0.10961 -0.56059 3.30713 0.40
```

⟨S²⟩ ... 3.803
Lowest unoccupied orbital energy (spin up / spin down) ... -13.6 / -13.7 eV
Gap between HOMO and LUMO (spin up / spin down) ... 0.246 / 0.241 hartree
Total charge ... +4
Spin multiplicity ... 4
Highest occupied orbital energy (spin up / spin down) ... -20.25 / -20.23 eV

---

[3]
The following is a DFT calculation (the ωB97M-V functional and the def2-TZVPD basis) of a single C20H32N2O2 molecule.

The geometry in XYZ format:
```
56
Properties=species:S:1:pos:R:3:nbo_charge:R:1
O 2.80268 0.56786 -0.74703 -0.56
O 0.30517 1.23490 -1.67147 -0.73
N -1.18587 2.70457 0.26485 -0.46
N -3.61020 1.28801 0.78872 -0.43
C -3.55200 2.40514 -0.12826 -0.22
C -4.14156 -1.02057 1.25247 -0.24
C 3.94278 0.02633 -0.10233 0.12
C -4.73301 -2.57097 -0.50042 -0.06
C 4.82769 -0.56660 -1.19817 -0.41
C 1.05153 2.14578 -0.90135 0.07
C -4.14798 -0.28284 -1.01573 -0.23
C -4.52582 -2.27961 0.84185 -0.19
C -4.54221 -1.54558 -1.41477 -0.20
C 3.59187 -1.05176 0.92836 -0.43
C -2.58917 1.44711 1.80170 -0.21
C 1.97553 1.38150 0.05756 -0.09
C -5.12927 -3.94695 -0.94557 -0.62
C 5.74305 -2.24510 0.42172 -0.40
C -3.93020 0.01406 0.33280 0.16
C 4.86242 -1.65603 1.51884 -0.40
C 6.09444 -1.17349 -0.60547 -0.40
C 0.11234 3.14910 -0.17394 -0.22
C -1.19930 1.56503 1.15898 -0.24
C -2.17478 2.53518 -0.78771 -0.24
H 3.00312 -1.82756 0.43398 0.20
H -4.24212 -4.54190 -1.16875 0.21
H -5.73801 -3.90216 -1.84617 0.21
H 6.68212 -0.38834 -0.12395 0.19
H 0.65154 3.52354 0.70323 0.19
H 6.70141 -1.60429 -1.40378 0.21
H 5.41768 -0.87888 2.04996 0.19
H 1.71046 2.72903 -1.56860 0.16
H -2.80363 2.36509 2.35851 0.20
H -3.74006 3.30958 0.46110 0.20
H -4.02594 -0.83390 2.30958 0.21
H -2.15449 3.41935 -1.42832 0.20
H 4.59671 -2.42996 2.24158 0.21
H -5.69013 -4.45929 -0.16677 0.21
H 5.20998 -3.06017 -0.07238 0.19
H -0.97928 0.62224 0.62972 0.18
H 6.65521 -2.65625 0.85850 0.21
H 5.07502 0.21587 -1.91701 0.21
H -0.06267 3.99234 -0.84608 0.20
H 2.58274 2.09042 0.63855 0.17
H 0.92411 0.55818 -1.97365 0.49
H -4.69657 -1.73683 -2.46798 0.20
H -0.45104 1.72434 1.93972 0.20
H -4.67918 -3.05145 1.58377 0.20
H 1.38611 0.76803 0.74933 0.17
H -4.33968 2.31629 -0.87575 0.21
H -4.00150 0.46788 -1.77584 0.20
H 2.98436 -0.62186 1.72749 0.21
H -1.96667 1.64932 -1.40245 0.20
H -2.59700 0.60652 2.49286 0.21
H 4.48470 0.84306 0.40636 0.16
H 4.25454 -1.33335 -1.72235 0.20
```

Lowest unoccupied orbital energy ... 0.8 eV
Gap between HOMO and LUMO ... 0.294 hartree
Highest occupied orbital energy ... -7.19 eV

---

[4]
The following is a DFT calculation (the ωB97M-V functional and the def2-TZVPD basis) of a molecular structure, C20H32N6OSSiTi.

The geometry in XYZ format:
```
62
Properties=species:S:1:pos:R:3:nbo_charge:R:1
Ti -0.46845 0.50175 -0.46781 1.37
S 1.64615 0.66215 -1.50811 -0.09
Si -2.11645 0.06295 -3.37421 1.86
O -1.35675 0.21585 -1.95421 -1.12
N 2.57475 -1.29235 0.21379 -0.25
N 0.79965 -0.08685 0.93199 -0.43
N 0.41585 1.22885 1.00999 -0.47
N 3.57885 -1.57735 -0.59071 -0.23
N -1.57995 2.35935 -0.51291 -0.81
N -1.40125 -1.45715 0.08969 -0.81
C -3.06885 -1.60035 -3.33141 -1.13
C 0.15905 0.86455 3.40499 -0.29
C -0.08445 1.39055 4.65529 -0.17
C -2.93205 1.22575 1.26169 -0.44
C -0.80555 0.16305 -4.74841 -1.12
C -0.04895 3.07885 2.45159 -0.28
C 0.17345 1.70365 2.27929 0.21
C -2.59355 -1.30215 0.94049 -0.22
C 6.93015 -3.04785 -0.40521 -0.19
C 5.77685 -3.46585 1.66029 -0.21
C -3.44075 1.45295 -3.45111 -1.13
C -2.78905 2.44235 0.33819 -0.22
C -3.37765 -0.05025 0.52219 -0.44
C -0.31805 2.74795 4.81709 -0.23
C 6.92335 -3.56185 0.88379 -0.18
C 4.66985 -2.28085 -0.11801 0.10
C -0.28845 3.58755 3.71199 -0.19
C 4.65405 -2.83655 1.16589 -0.16
C 5.81425 -2.40995 -0.90871 -0.21
C 1.73575 -0.34205 -0.02381 0.24
H -3.68945 -1.69905 -4.21301 0.25
H -0.50215 3.14815 5.80079 0.22
H -3.73235 -1.67145 -2.47221 0.23
H 0.34525 -0.19185 3.26729 0.23
H 5.76125 -3.87535 2.65929 0.23
H 3.76305 -2.74185 1.76289 0.23
H -2.74655 3.33975 0.96209 0.22
H 7.80985 -4.02775 1.28329 0.23
H -0.96155 3.15485 -0.32801 0.42
H -1.23325 0.08565 -5.73981 0.25
H -2.26225 -1.21065 1.98099 0.21
H -3.66565 1.47755 2.03169 0.24
H -2.40585 -2.45995 -3.31531 0.24
H -0.44675 4.64715 3.84109 0.22
H -4.26005 1.26525 -2.75981 0.24
H -3.24515 0.07705 -0.55851 0.22
H -3.04475 2.44485 -3.24081 0.22
H -3.23905 -2.18835 0.86489 0.21
H -3.67975 2.51035 -0.29301 0.21
H -0.25695 1.09975 -4.69251 0.24
H -3.87505 1.49685 -4.44231 0.26
H -4.44085 -0.21715 0.69949 0.24
H 3.65635 -1.07255 -1.47841 0.40
H -0.09565 0.74175 5.51739 0.22
H 7.81295 -3.13485 -1.01951 0.23
H -0.79155 -2.19285 0.46279 0.41
H -0.07985 -0.63825 -4.63921 0.24
H -1.84525 2.40605 -1.50151 0.41
H -1.97995 1.05475 1.77709 0.23
H 5.82895 -1.99275 -1.90351 0.22
H 0.02285 3.73395 1.59079 0.20
H -1.70245 -1.74575 -0.84771 0.41
```

⟨S²⟩ ... 0.779
Lowest unoccupied orbital energy (spin up / spin down) ... -2.8 / -5.0 eV
Gap between HOMO and LUMO (spin up / spin down) ... 0.277 / 0.195 hartree
Total charge ... +1
Spin multiplicity ... 2
Highest occupied orbital energy (spin up / spin down) ... -10.32 / -10.29 eV

---

Asked for energy above the lowest of the compared OMol25 structures with the same formula, charge and spin across the records above, the calculation gives 30.59 0.00 36.65 27.08 kcal/mol in order.
Asked for largest force on an atom across the records above, the calculation gives 0.04139 0.03027 0.01335 0.04884 hartree/bohr in order.